The following is a quantum chemistry calculation of a molecular structure, C18H28N4PtS2 at a distorted geometry, from the OMol25 dataset.

```
! wB97M-V def2-TZVPD RIJCOSX def2/J DEFGRID3
* xyz 2 3
Pt 0.2821 -0.7196 -0.0287
S -1.3678 1.4334 0.0796
S -0.5079 -2.8151 -0.3707
C -3.1072 1.1369 -0.3992
C -0.7055 1.8072 -1.5623
C -0.8197 0.6164 -2.5241
N 0.0628 -0.5701 -2.1806
C -0.6253 -1.7523 -2.7860
C -0.1182 -3.0224 -2.1266
H 0.3097 2.2164 -1.4851
H -1.3791 2.6309 -1.8268
H -0.6989 0.8931 -3.5926
H -1.8516 0.2420 -2.4231
H -0.4920 -1.7746 -3.8746
H -1.7065 -1.6856 -2.6013
H 0.9653 -3.1745 -2.2127
H -0.6100 -3.9228 -2.5234
C -2.3923 -2.7199 -0.3069
H 1.0254 -0.4770 -2.5150
H -2.7166 -1.7596 -0.7431
H -2.6745 -2.7473 0.7551
H -2.8462 -3.5639 -0.8391
H -3.6471 1.2109 0.5488
H -3.2728 0.1781 -0.8968
H -3.3172 1.9842 -1.0496
C 2.6119 -1.4199 -1.2901
C 2.7486 -1.4189 0.0621
H 2.8777 -0.4896 -1.8834
H 2.8308 -2.2963 -1.9247
H 2.9371 -0.4768 0.6465
H 3.2175 -2.2958 0.5740
N 0.6314 1.6425 2.3496
C -0.1308 0.5256 2.7368
C -0.8719 0.7434 3.9126
C -1.7051 -0.2481 4.3754
C -1.7934 -1.4049 3.6424
C -1.0125 -1.5857 2.5360
N -0.2895 -0.5917 1.9899
C 1.5023 1.9852 1.2986
C 2.3183 3.1666 1.4423
C 3.2688 3.4414 0.4519
C 3.3415 2.5991 -0.6949
C 2.2701 1.6858 -0.8927
N 1.4836 1.2698 0.1619
H 0.5403 2.4402 3.0225
H -0.8848 1.8011 4.2691
H -2.2940 -0.0103 5.2220
H -2.4784 -2.1502 3.9486
H -1.0042 -2.5045 2.0127
H 2.1266 3.8295 2.3138
H 3.9273 4.3011 0.5263
H 4.1518 2.6337 -1.4657
H 1.8903 1.1828 -1.8587
*
```

Summary:
HOMO level (spin up / spin down)   -12.65 / -14.22 eV
Orbital gap (spin up / spin down)   7.055 / 6.945 eV



The following is a quantum chemistry calculation of a molecular structure, C18H28N6STc at a distorted geometry, from the OMol25 dataset.

```
! wB97M-V def2-TZVPD RIJCOSX def2/J DEFGRID3
* xyz 4 4
Tc -5.8031 -12.5217 12.9951
C -4.9030 -13.4485 18.0324
C -5.8190 -12.5560 17.1455
C -7.0902 -12.1914 17.9603
C -6.0909 -13.1816 15.8006
C -7.3330 -12.9967 15.1338
C -7.7066 -13.8725 14.0449
C -6.7944 -14.8676 13.5865
C -7.2990 -16.0018 12.7275
C -5.4483 -14.8510 14.0762
C -5.0878 -13.9694 15.1696
H -4.7785 -12.9793 19.0077
H -3.9158 -13.5037 17.5577
H -5.2947 -14.4575 18.1626
H -5.2717 -11.6230 16.8996
H -7.6988 -13.0692 18.2197
H -7.7105 -11.4974 17.3803
H -6.7682 -11.6627 18.8543
H -8.0715 -12.3544 15.6049
H -8.7512 -13.9256 13.7430
H -7.6858 -15.5844 11.7888
H -8.0607 -16.5990 13.2490
H -6.4610 -16.6612 12.4656
H -4.7665 -15.6519 13.7940
H -4.1235 -14.0874 15.6596
C -3.9988 -12.6988 7.7925
C -5.2085 -12.1945 8.5327
N -6.1774 -11.5681 7.8837
N -7.1184 -11.2994 8.8851
C -6.7062 -11.7357 10.1051
S -7.4870 -11.6316 11.5963
N -5.5128 -12.3065 9.8910
N -4.8086 -12.9584 10.9975
H -4.0829 -12.3509 6.7579
H -3.9655 -13.7871 7.8443
H -3.1018 -12.2758 8.2443
H -7.9744 -10.7868 8.6761
H -4.8471 -13.9850 10.8507
H -3.8087 -12.7177 10.9323
C -1.6424 -8.7795 13.3066
C -3.0718 -9.2866 13.3450
C -4.2631 -8.5638 13.5006
C -5.3035 -9.4986 13.4523
N -4.8057 -10.7647 13.2495
N -3.4028 -10.6085 13.1920
C -6.7584 -9.2330 13.6760
H -1.6237 -7.8487 13.8713
H -1.3277 -8.6606 12.2640
H -0.9891 -9.4966 13.8105
H -4.4083 -7.4999 13.6510
H -2.7790 -11.4210 13.1569
H -6.8026 -8.4603 14.4477
H -7.3295 -10.1087 14.0009
H -7.2053 -8.8387 12.7514
*
```

Summary:
ΔE to the lowest compared entry with this formula, charge and spin   0.0 kcal/mol
HOMO level (spin up / spin down)   -22.11 / -21.90 eV
Orbital gap (spin up / spin down)   6.310 / 5.479 eV



The following is a quantum chemistry calculation of a molecular structure, C18H28N8O6Pb, from the OMol25 dataset.

```
! wB97M-V def2-TZVPD RIJCOSX def2/J DEFGRID3
* xyz 0 1
Pb 0.3031 -1.0476 0.7162
C -4.6966 -0.8199 0.4201
N -4.0637 0.2340 -0.3718
C -4.8704 0.8623 -1.4097
C -2.7686 0.5416 -0.1524
O -2.1241 0.0155 0.7458
C -2.1473 1.5402 -1.1329
O -0.8719 1.9906 -0.7470
C -0.8879 3.2390 -0.0906
C 0.0892 3.2995 1.0797
O 0.5715 2.3000 1.5721
N 0.3546 4.5587 1.5429
C -0.1126 5.7778 0.9064
C 1.3246 4.7231 2.6140
H -5.5535 -0.4213 0.9646
H -3.9780 -1.2196 1.1294
H -5.0305 -1.6217 -0.2401
H -5.7637 0.2620 -1.5604
H -4.3421 0.9150 -2.3621
H -5.1862 1.8704 -1.1267
H -2.8180 2.3892 -1.2829
H -2.0345 1.0315 -2.0952
H -1.8857 3.4649 0.3004
H -0.6240 4.0130 -0.8162
H -1.1302 5.6743 0.5360
H 0.5345 6.0830 0.0768
H -0.1127 6.5774 1.6449
H 1.5188 3.7538 3.0584
H 0.9275 5.3975 3.3741
H 2.2640 5.1332 2.2309
N 0.1385 -1.1153 -2.5737
C 0.2523 -2.5802 -2.5371
C -0.5666 -3.3614 -1.4924
O -0.9987 -4.4687 -1.8227
N -0.7570 -2.7847 -0.2962
C -1.5636 -3.5550 0.6420
C -1.6329 -2.9284 2.0379
O -2.5960 -3.1754 2.7455
O -0.6124 -2.1965 2.4024
H -0.8053 -0.8473 -2.3195
H 0.7795 -0.6599 -1.9347
H 1.3076 -2.8384 -2.4198
H -0.0695 -2.9765 -3.4985
H -1.1522 -4.5634 0.7658
H -2.5794 -3.6872 0.2704
N 4.4772 -3.2634 0.8203
C 3.8037 -4.1872 1.5856
C 2.5125 -3.7622 1.6193
N 2.3911 -2.6002 0.9004
C 3.5834 -2.3237 0.4150
C 3.8954 -1.1767 -0.4252
N 3.0030 -0.4801 -1.0843
C 3.6897 0.5246 -1.7120
C 5.0209 0.4309 -1.4323
N 5.1446 -0.6613 -0.6088
H 5.4467 -3.3217 0.5677
H 4.2942 -5.0380 2.0260
H 1.6554 -4.1874 2.1176
H 3.1796 1.2445 -2.3317
H 5.8698 1.0151 -1.7435
H 6.0030 -0.9922 -0.2082
*
```

Summary:
ΔE to the lowest compared entry with this formula, charge and spin   20.1 kcal/mol
HOMO level   -7.68 eV
Orbital gap   7.708 eV



Respective E values: -49980.142, -41048.866, -48575.330 eV.